The following is a quantum chemistry calculation of a structure of composition C34H68ClIN5O9PSi2, from the OMol25 dataset.

Values from the calculation:
* highest occupied orbital energy: -0.336 Ha
* E_LUMO: 0.010 Ha

Structure (ORCA input):
```
! wB97M-V def2-TZVPD RIJCOSX def2/J DEFGRID3
* xyz 0 1
C 1.4554 3.2730 1.7427
C 1.0165 1.8031 2.1012
C -0.2339 1.3553 1.2230
C -1.4275 0.7692 2.0674
C -1.3052 -0.7958 2.3075
C -2.6878 -1.5645 2.2435
C -2.9714 -2.4570 3.5290
C -2.5282 -3.9594 3.3392
C -1.2299 -4.3560 4.2089
Si 0.1712 -4.5361 2.9107
O 0.0847 -6.1519 2.3516
Si 0.7586 -6.3977 0.8163
I 3.0963 -7.2447 0.8759
C 0.7594 -4.8724 -0.3123
C 0.9337 -5.1675 -1.8641
P 2.0071 -3.8892 -2.7066
O 1.1524 -2.9389 -3.4833
O 2.9134 -2.9908 -1.6464
C 2.2017 -1.8404 -1.1410
C 2.6158 -1.5565 0.3745
O 2.9766 -4.7268 -3.7873
C 4.3693 -4.7504 -3.3873
C 4.6567 -5.5823 -2.0862
C -0.2546 -7.8304 0.0195
C -1.5030 -7.3100 -0.7385
O -2.3013 -6.6240 -0.1704
Cl -1.6525 -7.8637 -2.4853
C 1.8548 -4.1198 3.7557
C 1.9087 -2.8159 4.3942
C 3.1994 -2.4460 5.0125
C 4.2127 -3.4912 4.8599
C 4.0018 -4.7744 4.2211
N 2.8031 -5.0871 3.6623
H 2.4464 3.5586 2.2023
H 0.7032 4.0274 2.0878
H 1.6170 3.3223 0.6275
H 0.8256 1.7351 3.2030
H 1.8786 1.1126 1.8750
H -0.6020 2.2917 0.7232
H 0.1331 0.6823 0.4088
H -1.4558 1.3450 3.0342
H -2.3754 1.0137 1.5222
H -0.7755 -0.9734 3.2861
H -0.6517 -1.1706 1.4728
H -2.7646 -2.1535 1.2959
H -3.4914 -0.7757 2.1926
H -4.0945 -2.4643 3.6303
H -2.5848 -1.9616 4.4538
H -2.3588 -4.1040 2.2360
H -3.3986 -4.6214 3.6021
H -1.4632 -5.3185 4.7269
H -1.0270 -3.5049 4.9051
H -0.1095 -3.5155 1.8984
H -0.2105 -4.3105 -0.1838
H 1.5524 -4.1755 0.0907
H 1.2563 -6.2235 -2.0425
H -0.0837 -5.0419 -2.3275
H 2.4810 -0.9060 -1.7009
H 1.0904 -1.9499 -1.1388
H 1.8313 -1.8836 1.1007
H 3.5362 -2.1738 0.5647
H 2.8993 -0.4896 0.5446
H 4.7593 -3.7118 -3.2334
H 4.9268 -5.2598 -4.2204
H 5.7193 -5.9481 -2.0817
H 3.9921 -6.4837 -2.0972
H 4.5321 -4.9943 -1.1389
H 0.4372 -8.3389 -0.7016
H -0.5115 -8.5876 0.8129
H 1.0406 -2.1172 4.4043
H 3.3799 -1.4769 5.5168
H 5.2324 -3.2850 5.2698
H 4.8643 -5.4839 4.1769
C 0.3544 3.4128 -3.2067
C 1.3660 2.6258 -2.4187
O 1.4390 2.6994 -1.1962
N 2.2161 1.8148 -3.1007
C 2.2902 1.5899 -4.5308
H -0.2471 4.0101 -2.5258
H 0.8613 4.0866 -3.8993
H -0.3075 2.7373 -3.7529
H 2.8641 1.3217 -2.5048
H 2.1312 0.5270 -4.7239
H 3.2888 1.8667 -4.8750
H 1.5489 2.1693 -5.0734
C 0.2175 8.3853 -0.6972
C 0.6850 7.0686 -1.2592
O 0.0139 6.4251 -2.0558
N 1.8938 6.5962 -0.8554
C 2.8294 7.2002 0.0705
H -0.7576 8.6274 -1.1110
H 0.1257 8.3193 0.3887
H 0.9133 9.1796 -0.9692
H 2.1379 5.7096 -1.2727
H 3.7771 7.3608 -0.4478
H 2.9925 6.5086 0.8999
H 2.4659 8.1479 0.4578
C -6.3832 -2.6698 -1.2268
C -5.3393 -3.4917 -0.5149
O -5.2240 -3.4803 0.7029
N -4.5121 -4.2610 -1.2704
C -4.4826 -4.4128 -2.7045
H -6.9621 -2.1128 -0.4930
H -5.9061 -1.9585 -1.9035
H -7.0617 -3.3203 -1.7816
H -3.8376 -4.7856 -0.7265
H -4.6411 -5.4691 -2.9327
H -3.4916 -4.1158 -3.0548
H -5.2350 -3.8162 -3.2130
C -2.7186 10.6744 -2.3643
C -1.9580 11.4647 -1.3304
O -0.7508 11.3459 -1.1827
N -2.6581 12.3308 -0.5491
C -4.0798 12.6114 -0.5699
H -2.0266 10.0315 -2.9048
H -3.4694 10.0460 -1.8816
H -3.1946 11.3483 -3.0789
H -2.0828 12.8229 0.1179
H -4.2215 13.6745 -0.7744
H -4.4941 12.3822 0.4139
H -4.5998 12.0276 -1.3240
*
```

Mulliken atomic charge list, values in e, 8 entries: number 1, C, carries -1.110; number 2, C, carries -0.094; number 3, C, carries -0.022; number 4, C, carries -1.299; number 5, C, carries 1.242; number 6, C, carries -0.579; number 7, C, carries -1.016; number 8, C, carries -0.074